Entry from the Open Molecules 2025 dataset: a cluster of 15 separate species, C60H138O21 in total in a non-equilibrium geometry (ωB97M-V/def2-TZVPD).

## Properties
calculated total energy	-107450.5317	eV
F_max	3.6	eV/A
LUMO energy	0.01806	hartree

```
219
Properties=species:S:1:pos:R:3:lowdin_charge:R:1
C -5.79 -2.15 4.46 -0.0693
C -5.34 -0.72 4.08 -0.2208
O -4.46 -0.35 5.21 -0.1802
C -3.81 0.92 5.03 -0.2862
C -3.25 1.48 6.33 -0.0746
H -6.40 -2.50 3.62 0.0699
H -4.95 -2.89 4.61 0.0829
H -6.25 -2.16 5.44 0.0653
H -4.88 -0.55 3.12 0.0911
H -6.21 -0.02 4.15 0.1091
H -3.08 0.86 4.19 0.1217
H -4.47 1.66 4.63 0.0741
H -3.97 2.15 6.86 0.0743
H -2.40 2.12 6.14 0.0598
H -2.97 0.70 7.08 0.0869
C 5.29 1.02 -4.97 -0.0545
C 4.30 2.13 -4.83 -0.2711
O 3.15 1.66 -4.09 -0.1977
C 2.22 2.74 -3.95 -0.2954
C 0.89 2.09 -3.91 -0.0653
H 5.88 1.18 -5.87 0.0766
H 5.94 1.03 -4.08 0.0807
H 4.75 0.06 -4.99 0.0744
H 4.69 2.99 -4.26 0.1177
H 3.87 2.50 -5.76 0.1155
H 2.43 3.33 -3.06 0.1140
H 2.27 3.40 -4.78 0.0990
H 0.13 2.85 -3.65 0.0708
H 0.83 1.23 -3.22 0.0788
H 0.68 1.75 -4.93 0.0845
C -2.13 1.43 -1.12 -0.0663
C -2.81 2.17 -2.18 -0.3380
O -4.16 1.73 -2.25 -0.1848
C -4.65 2.16 -3.54 -0.2835
C -6.05 1.66 -3.74 -0.0771
H -1.95 0.40 -1.45 0.0935
H -1.15 1.83 -0.81 0.0679
H -2.82 1.55 -0.26 0.0780
H -2.70 3.27 -2.20 0.1220
H -2.34 2.01 -3.13 0.0899
H -4.57 3.27 -3.66 0.1290
H -3.95 1.74 -4.31 0.1232
H -5.99 0.57 -3.66 0.0790
H -6.40 1.98 -4.73 0.0819
H -6.73 2.07 -2.97 0.0802
C -4.01 -1.90 -0.02 -0.0497
C -5.18 -0.93 -0.42 -0.2724
O -5.88 -0.48 0.71 -0.1727
C -6.88 0.40 0.36 -0.3159
C -7.64 0.81 1.62 -0.0640
H -3.58 -2.29 -0.94 0.0610
H -3.23 -1.31 0.53 0.0687
H -4.43 -2.72 0.59 0.0759
H -4.87 -0.10 -1.02 0.0745
H -5.85 -1.52 -1.12 0.1306
H -6.47 1.32 -0.12 0.1073
H -7.48 -0.15 -0.38 0.1211
H -6.86 1.10 2.35 0.0512
H -8.15 -0.04 2.15 0.0850
H -8.43 1.60 1.44 0.0901
C -1.01 -7.80 -0.03 -0.0807
C -0.40 -8.40 -1.25 -0.3115
O -1.21 -9.53 -1.51 -0.1782
C -0.69 -10.46 -2.49 -0.2665
C -1.79 -11.47 -2.81 -0.0805
H -2.00 -7.51 -0.27 0.0592
H -0.96 -8.47 0.90 0.1093
H -0.51 -6.82 0.22 0.0812
H -0.42 -7.62 -2.01 0.0930
H 0.59 -8.77 -1.14 0.1049
H -0.25 -9.90 -3.35 0.1203
H 0.19 -10.97 -2.02 0.1184
H -2.72 -10.96 -2.93 0.0574
H -1.95 -12.08 -1.89 0.0795
H -1.46 -12.11 -3.69 0.0989
C -0.44 5.70 -4.95 -0.0628
C 0.24 6.16 -3.68 -0.3262
O -0.18 5.34 -2.64 -0.1678
C 0.18 5.82 -1.33 -0.2653
C -0.39 4.88 -0.29 -0.0698
H -1.50 5.60 -4.79 0.0734
H -0.31 6.44 -5.72 0.0747
H -0.02 4.74 -5.24 0.0597
H 1.31 6.18 -3.78 0.1087
H 0.01 7.23 -3.51 0.1218
H 1.28 5.87 -1.25 0.1085
H -0.09 6.89 -1.12 0.1325
H -1.49 4.83 -0.56 0.0868
H -0.36 5.31 0.71 0.0571
H 0.08 3.86 -0.25 0.0729
C -1.50 5.43 4.80 -0.0525
C -0.75 6.43 3.93 -0.2633
O 0.17 7.04 4.82 -0.1934
C 1.32 7.56 4.13 -0.2615
C 2.31 7.93 5.25 -0.0688
H -2.39 5.02 4.39 0.0399
H -0.88 4.61 5.14 0.0468
H -1.76 5.95 5.71 0.0828
H -0.21 6.02 3.08 0.0954
H -1.42 7.27 3.61 0.1351
H 1.80 6.78 3.51 0.0917
H 1.07 8.42 3.43 0.1359
H 1.97 8.72 5.90 0.0654
H 3.30 8.24 4.85 0.0824
H 2.55 7.06 5.80 0.0421
C 4.82 -3.14 -3.88 -0.0591
C 3.99 -4.33 -4.28 -0.2982
O 2.72 -4.26 -3.67 -0.2192
C 1.86 -5.44 -3.88 -0.2343
C 0.64 -5.11 -3.12 -0.0715
H 4.26 -2.21 -3.96 0.0484
H 5.22 -3.28 -2.87 0.0670
H 5.63 -2.99 -4.60 0.0868
H 3.77 -4.33 -5.34 0.0949
H 4.43 -5.32 -4.03 0.1239
H 1.63 -5.57 -4.96 0.1320
H 2.40 -6.30 -3.55 0.0946
H 0.20 -4.21 -3.45 0.0459
H 0.84 -4.99 -2.01 0.0944
H -0.11 -5.90 -3.21 0.0678
C 0.31 1.05 1.80 -0.0210
C 0.25 -0.25 0.91 -0.2262
O 1.10 -0.11 -0.22 -0.1622
C 1.39 -1.37 -0.77 -0.2755
C 2.36 -1.19 -1.93 -0.0399
H 1.29 1.44 1.94 0.0308
H -0.22 1.78 1.22 0.0413
H -0.19 0.91 2.74 0.0712
H 0.67 -1.09 1.47 0.0991
H -0.78 -0.45 0.70 0.0893
H 1.80 -1.97 0.05 0.1030
H 0.54 -1.91 -1.08 0.0966
H 2.13 -1.98 -2.66 0.0600
H 3.41 -1.14 -1.62 0.0885
H 2.18 -0.22 -2.26 0.0253
O -4.68 5.55 3.28 0.0773
C -5.49 4.70 3.57 -0.4945
O -5.94 3.84 2.66 -0.0344
C -5.75 4.13 1.28 -0.1940
C -4.54 3.26 0.75 -0.0430
C -5.87 4.30 5.05 0.0448
H -5.51 5.17 1.16 0.1020
H -6.70 3.89 0.73 0.1277
H -4.64 3.29 -0.41 0.0971
H -4.65 2.23 1.06 0.0534
H -3.59 3.69 1.08 0.0764
H -5.10 3.71 5.50 0.0397
H -6.82 3.84 5.13 0.0564
H -5.93 5.28 5.63 0.1100
O 2.82 5.02 1.08 0.0939
C 3.80 4.42 1.39 -0.5793
O 4.16 3.18 1.02 -0.0055
C 3.30 2.58 0.04 -0.1985
C 4.18 2.09 -1.10 -0.0298
C 4.86 4.97 2.29 0.0312
H 2.57 3.29 -0.30 0.0948
H 2.74 1.73 0.50 0.0955
H 3.59 1.41 -1.67 0.0496
H 5.05 1.68 -0.65 0.0723
H 4.41 2.90 -1.77 0.0730
H 5.30 4.15 2.88 0.1014
H 4.32 5.78 2.76 0.0755
H 5.58 5.37 1.58 0.0937
O 3.92 -6.40 2.02 0.0585
C 3.78 -7.30 1.19 -0.5048
O 3.62 -7.11 -0.13 -0.0123
C 3.53 -5.79 -0.65 -0.1899
C 4.66 -4.96 -0.08 -0.0462
C 3.85 -8.77 1.51 0.0217
H 2.57 -5.35 -0.30 0.1156
H 3.42 -5.88 -1.74 0.1042
H 4.40 -4.62 0.91 0.0572
H 4.92 -4.14 -0.75 0.0685
H 5.51 -5.61 0.02 0.0841
H 3.12 -8.90 2.30 0.0860
H 4.88 -9.12 1.83 0.1195
H 3.46 -9.39 0.74 0.0624
O 4.12 -1.53 4.12 0.1194
C 3.67 -1.48 3.02 -0.5020
O 2.74 -2.39 2.59 -0.0548
C 2.60 -3.60 3.30 -0.2463
C 1.37 -4.32 2.77 -0.0556
C 3.90 -0.43 1.93 0.0457
H 2.46 -3.46 4.39 0.1240
H 3.55 -4.12 3.15 0.1103
H 1.50 -4.37 1.70 0.0518
H 0.53 -3.66 3.07 0.0903
H 1.24 -5.27 3.26 0.0787
H 4.98 -0.52 1.60 0.1138
H 3.63 0.60 2.17 0.0626
H 3.45 -0.58 0.96 0.0495
O 3.40 -2.26 -6.73 0.0626
C 2.43 -1.67 -7.24 -0.4674
O 1.40 -1.22 -6.50 -0.0086
C 1.40 -1.42 -5.13 -0.2420
C -0.03 -1.40 -4.56 -0.0440
C 2.22 -1.29 -8.67 0.0195
H 1.95 -0.58 -4.71 0.1039
H 1.87 -2.40 -4.88 0.1075
H -0.67 -2.07 -5.13 0.0797
H -0.51 -0.41 -4.60 0.0634
H -0.02 -1.76 -3.54 0.0544
H 1.82 -0.29 -8.78 0.0838
H 1.54 -1.98 -9.14 0.0836
H 3.18 -1.26 -9.23 0.0955
O 2.78 2.34 3.79 0.0713
C 2.16 2.67 4.79 -0.4635
O 1.64 1.76 5.68 -0.0236
C 1.95 0.34 5.31 -0.1816
C 0.97 -0.50 6.10 -0.0542
C 1.83 4.08 5.25 0.0330
H 2.95 0.16 5.66 0.1126
H 1.94 0.15 4.25 0.0876
H 0.00 -0.50 5.64 0.0649
H 0.91 -0.11 7.17 0.1057
H 1.35 -1.48 6.27 0.0582
H 1.57 4.76 4.37 0.0923
H 2.56 4.62 5.85 0.0844
H 0.95 4.04 5.87 0.0639
```

***

Entry from the Open Molecules 2025 dataset: a structure of composition C22H15AuN3O6SSbSe4 (ωB97M-V/def2-TZVPD).

## Properties
calculated total energy	-322259.5178	eV
F_max	0.8	eV/A
LUMO energy	-0.03858	hartree
relative energy (zero: lowest compared OMol25 entry of this formula, charge and spin)	0.00	kJ/mol

```
53
Properties=species:S:1:pos:R:3:lowdin_charge:R:1
Au 0.86 -0.42 0.44 0.6210
O -1.93 -0.71 -1.06 -0.6902
S -2.55 -0.93 0.29 0.5885
O -3.33 -2.13 0.39 -0.2677
N -1.33 -0.79 1.25 -0.2122
C -1.38 -1.01 2.60 -0.2609
C -2.53 -1.23 3.34 -0.0123
C -2.48 -1.43 4.73 -0.0639
C -1.30 -1.42 5.41 -0.0474
C -0.10 -1.21 4.70 -0.1542
C 1.16 -1.21 5.35 -0.0011
C 2.30 -1.01 4.63 -0.0436
C 2.19 -0.80 3.25 -0.1209
N 1.04 -0.78 2.62 -0.0104
C -0.12 -1.00 3.30 -0.1411
C -3.64 0.45 0.50 -0.3149
C -5.00 0.27 0.27 -0.0555
C -5.84 1.37 0.38 -0.0607
C -5.32 2.62 0.71 -0.0703
C -3.96 2.77 0.94 -0.0766
C -3.11 1.68 0.83 -0.0841
H -3.49 -1.26 2.85 0.1050
H -3.41 -1.59 5.26 0.1104
H -1.25 -1.59 6.48 0.1111
H 1.19 -1.38 6.42 0.1217
H 3.28 -1.01 5.10 0.1076
H 3.08 -0.63 2.64 0.1087
H -5.38 -0.70 0.02 0.1173
H -6.90 1.26 0.19 0.1097
H -5.98 3.47 0.79 0.1071
H -3.56 3.75 1.19 0.1093
H -2.04 1.79 0.99 0.1154
O 3.32 -0.63 -0.66 -0.0299
C 4.20 -0.03 -1.22 -0.1870
C 4.12 0.31 -2.66 -0.1004
C 5.21 0.01 -3.46 0.0592
C 5.09 0.13 -4.83 -0.1326
C 3.93 0.57 -5.44 0.0309
C 2.86 0.93 -4.64 0.0042
C 2.95 0.82 -3.25 -0.3255
O 1.97 1.39 -2.50 -0.4489
N 6.25 -0.21 -5.68 -0.3552
O 7.26 -0.57 -5.12 0.0815
O 6.12 -0.10 -6.88 0.0856
H 5.14 0.24 -0.70 0.1372
H 6.14 -0.34 -3.03 0.1321
H 3.88 0.65 -6.51 0.1270
H 1.95 1.33 -5.07 0.1203
Se -4.17 -1.75 -3.67 0.0120
Sb -2.70 -0.05 -3.08 0.1620
Se -0.24 -0.70 -3.65 0.2378
Se -2.93 2.26 -2.85 0.0256
Se 0.48 0.54 -1.85 0.6193
```

***

Entry from the Open Molecules 2025 dataset: a cluster of 7 separate species, C54H89F6N2O17S7 in total in a non-equilibrium geometry (ωB97M-V/def2-TZVPD).

## Properties
calculated total energy	-187373.2764	eV
net charge	+1
F_max	1.5	eV/A
LUMO energy	-0.15016	hartree

```
175
Properties=species:S:1:pos:R:3:lowdin_charge:R:1
C 2.56 3.46 -6.74 -0.0874
O 2.90 2.46 -5.78 -0.1913
C 3.14 3.00 -4.50 -0.2551
C 1.87 3.50 -3.81 -0.1858
C 2.13 3.66 -2.32 -0.1954
C 0.94 4.23 -1.54 -0.1823
C 0.67 3.49 -0.21 -0.2152
C -0.82 3.10 -0.14 -0.1895
C -1.11 2.05 -1.22 -0.1563
C -1.69 0.68 -0.75 -0.0864
C -0.70 -0.47 -0.78 -0.0401
C -0.27 -1.16 0.36 0.0327
C -0.86 -0.76 1.70 -0.4625
O -1.39 -1.64 2.29 0.1771
O -0.83 0.49 2.15 0.0500
C 0.45 1.14 2.16 -0.1529
C 1.35 0.63 3.26 -0.1567
C 0.98 1.13 4.65 -0.2527
N 0.74 2.59 4.65 0.0092
C 0.58 -2.26 0.29 -0.0131
C 0.95 -3.02 1.55 -0.0540
O 2.31 -3.45 1.64 0.0346
C 3.20 -2.55 2.11 -0.7376
F 4.41 -3.07 1.98 0.2012
F 3.00 -2.29 3.40 0.1715
F 3.17 -1.41 1.42 0.1832
C 1.01 -2.69 -0.98 -0.1343
C 1.85 -3.91 -1.16 -0.1144
C 1.02 -5.15 -1.67 -0.1184
C 2.01 -6.21 -2.07 -0.2368
C 2.56 -6.17 -3.36 -0.0455
C 3.51 -7.11 -3.74 -0.0738
C 3.92 -8.10 -2.85 -0.0781
C 3.37 -8.13 -1.57 -0.0702
C 2.42 -7.20 -1.18 -0.0263
N 0.61 -2.01 -2.09 -0.2172
S 1.09 -2.52 -3.69 1.0483
C -0.22 -0.93 -2.02 -0.1156
C -0.66 -0.30 -3.31 -0.1386
O -1.59 -1.22 -3.91 0.0341
C -1.84 -1.00 -5.23 -0.7419
F -1.06 -1.75 -6.00 0.1675
F -3.10 -1.33 -5.47 0.2020
F -1.66 0.27 -5.58 0.1853
H 3.16 3.36 -7.64 0.0880
H 1.50 3.35 -6.95 0.0919
H 2.74 4.45 -6.32 0.0365
H 3.55 2.19 -3.90 0.1185
H 3.88 3.80 -4.52 0.1144
H 1.11 2.74 -4.00 0.1087
H 1.55 4.44 -4.27 0.1211
H 2.42 2.67 -1.94 0.1002
H 3.01 4.30 -2.21 0.1233
H 1.10 5.28 -1.33 0.0951
H 0.06 4.18 -2.19 0.1072
H 1.01 4.04 0.65 0.0722
H 1.24 2.56 -0.29 0.0836
H -1.38 3.99 -0.37 0.1037
H -1.13 2.80 0.86 0.0958
H -1.87 2.47 -1.87 0.1206
H -0.25 1.86 -1.85 0.0946
H -2.18 0.78 0.21 0.1214
H -2.47 0.40 -1.46 0.1275
H 0.95 1.05 1.19 0.1179
H 0.29 2.20 2.31 0.1083
H 1.30 -0.46 3.27 0.0891
H 2.38 0.87 3.00 0.1254
H 1.83 0.91 5.30 0.1092
H 0.14 0.57 5.05 0.1166
H 1.64 3.03 4.83 0.0721
H 0.20 2.80 5.49 0.0724
H 0.69 -2.47 2.44 0.1177
H 0.35 -3.93 1.59 0.1390
H 2.34 -4.24 -0.26 0.1142
H 2.64 -3.74 -1.89 0.0991
H 0.36 -4.88 -2.49 0.0914
H 0.47 -5.51 -0.81 0.0902
H 2.24 -5.38 -4.04 0.0914
H 3.93 -7.05 -4.73 0.1032
H 4.66 -8.81 -3.18 0.1034
H 3.70 -8.89 -0.88 0.1039
H 2.02 -7.23 -0.17 0.1128
H 2.41 -2.30 -3.55 -0.0492
H 0.18 -0.07 -3.96 0.1239
H -1.18 0.62 -3.13 0.1083
C 1.52 8.21 3.34 -0.2085
C 0.46 8.99 2.54 -0.2011
C 0.30 8.29 1.19 -0.2110
S 0.71 6.57 1.47 0.6807
O 1.91 6.25 0.73 -0.3196
O -0.49 5.76 1.36 -0.3260
C 1.14 6.74 3.20 -0.2224
H 1.54 8.51 4.39 0.1182
H 2.51 8.39 2.92 0.1191
H -0.49 8.97 3.08 0.0867
H 0.75 10.03 2.41 0.1217
H -0.72 8.36 0.82 0.0736
H 1.00 8.68 0.45 0.1098
H 1.95 6.06 3.44 0.1036
H 0.25 6.49 3.78 0.1084
C -1.74 -5.34 3.75 -0.2309
C -2.83 -4.51 3.06 -0.2016
C -2.84 -4.89 1.58 -0.2130
S -2.25 -6.58 1.50 0.6822
O -0.98 -6.59 0.80 -0.3393
O -3.33 -7.45 1.10 -0.3161
C -1.94 -6.77 3.25 -0.2234
H -1.81 -5.28 4.83 0.1080
H -0.76 -4.98 3.45 0.1011
H -3.80 -4.73 3.51 0.1236
H -2.65 -3.44 3.18 0.0889
H -3.83 -4.83 1.14 0.1005
H -2.14 -4.27 1.00 0.0842
H -1.07 -7.40 3.40 0.0920
H -2.82 -7.23 3.70 0.1181
C 6.13 8.34 -7.19 -0.2180
C 6.23 7.37 -8.38 -0.2102
C 5.33 6.17 -8.08 -0.2171
S 4.02 6.79 -7.01 0.6581
O 4.15 6.16 -5.71 -0.3325
O 2.77 6.79 -7.72 -0.3165
C 4.64 8.47 -6.88 -0.2273
H 6.57 9.31 -7.41 0.1168
H 6.65 7.92 -6.33 0.1194
H 5.89 7.88 -9.28 0.1183
H 7.26 7.05 -8.55 0.1151
H 4.87 5.76 -8.98 0.1038
H 5.85 5.39 -7.53 0.1062
H 4.43 8.86 -5.89 0.1087
H 4.13 9.06 -7.64 0.1097
C -5.78 7.87 1.78 -0.2166
C -5.22 6.48 2.12 -0.2099
C -3.69 6.60 2.20 -0.2198
S -3.36 8.30 2.70 0.6741
O -2.68 8.97 1.62 -0.3214
O -2.84 8.31 4.04 -0.3232
C -5.07 8.84 2.72 -0.2248
H -6.86 7.91 1.91 0.1172
H -5.55 8.12 0.75 0.1203
H -5.62 6.15 3.08 0.1175
H -5.51 5.74 1.37 0.1139
H -3.26 5.93 2.94 0.1038
H -3.22 6.45 1.23 0.0970
H -5.12 9.88 2.40 0.1103
H -5.43 8.74 3.74 0.1101
C 3.17 -5.12 6.71 -0.2137
C 3.46 -5.69 5.31 -0.2083
C 2.68 -7.00 5.17 -0.2089
S 1.24 -6.85 6.25 0.6827
O 1.35 -7.81 7.31 -0.2989
O 0.05 -6.75 5.44 -0.3314
C 1.66 -5.23 6.89 -0.2242
H 3.51 -4.10 6.81 0.1154
H 3.68 -5.73 7.46 0.1224
H 3.12 -4.97 4.55 0.0995
H 4.52 -5.84 5.15 0.1176
H 2.34 -7.18 4.15 0.1004
H 3.26 -7.85 5.52 0.1074
H 1.33 -5.17 7.93 0.1106
H 1.13 -4.49 6.29 0.1028
C -6.41 -8.43 0.53 -0.2329
C -7.53 -9.47 0.34 -0.2104
C -8.84 -8.83 0.82 -0.2186
S -8.64 -7.06 0.58 0.6604
O -8.64 -6.41 1.87 -0.3248
O -9.52 -6.61 -0.47 -0.3254
C -6.96 -7.13 -0.02 -0.2326
H -5.49 -8.72 0.02 0.1058
H -6.19 -8.32 1.59 0.1173
H -7.61 -9.73 -0.72 0.1167
H -7.32 -10.39 0.88 0.1139
H -9.70 -9.17 0.26 0.1018
H -9.00 -9.00 1.89 0.1036
H -6.42 -6.25 0.32 0.0971
H -7.00 -7.14 -1.11 0.1083
```

***

Entry from the Open Molecules 2025 dataset: a structure of composition C3H4Br2S in a non-equilibrium geometry (ωB97M-V/def2-TZVPD).

## Properties
calculated total energy	-154092.0283	eV
F_max	2.8	eV/A
LUMO energy	-0.01682	hartree
relative energy (zero: lowest compared OMol25 entry of this formula, charge and spin)	333.45	kJ/mol

```
10
Properties=species:S:1:pos:R:3:lowdin_charge:R:1
C -1.52 0.19 -0.25 -0.4696
C -1.25 1.68 -0.05 -0.1836
C 1.42 -1.74 -0.02 -1.4171
S -0.71 -1.23 -0.17 0.7422
Br 1.88 -2.03 1.88 0.4945
Br 2.22 -0.34 -0.83 0.6231
H -0.23 1.87 -0.34 0.0353
H -2.04 2.19 -0.64 0.0669
H -1.34 2.07 1.04 0.1154
H 1.58 -2.67 -0.62 -0.0071
```

***

Q: What is the formula in the second record?
A: C22H15AuN3O6SSbSe4

***

Q: Which of these has the lowest F_max?
A: C22H15AuN3O6SSbSe4

***

Q: Among the records above, which one has the lowest LUMO energy?
A: C54H89F6N2O17S7

***

Q: Which of these has the lowest LUMO energy?
A: C54H89F6N2O17S7